Entry 1:
# C26H39B2FN7O6

2 unconnected molecules or ions with the total composition C26H39B2FN7O6 (the ωB97M-V functional and the def2-TZVPD basis, OMol25).

Computed properties:
Strongest force on any atom = 0.86 eV/Å
Total energy = -1998.64209 Ha

ORCA input file:
```
! wB97M-V def2-TZVPD RIJCOSX def2/J DEFGRID3
* xyz -1 1
C -4.85 4.94 1.78
C -4.37 5.43 0.42
O -2.97 5.71 0.39
B -2.01 4.76 0.21
O -0.79 4.98 0.81
C -2.21 3.51 -0.74
C -1.87 2.19 -0.35
C -1.23 1.92 0.97
C -2.20 1.69 2.16
N -3.38 0.93 1.84
N -1.50 0.94 3.22
N -2.61 2.99 2.68
C -2.10 1.13 -1.21
C -1.76 -0.28 -0.86
C -0.44 -0.70 -0.90
C -0.14 -2.02 -0.59
C -1.19 -2.85 -0.25
C -2.47 -2.34 -0.23
N -2.78 -1.08 -0.54
C -2.67 1.36 -2.47
N -2.89 0.31 -3.33
C -3.39 0.59 -4.45
F -3.63 -0.40 -5.32
C -3.72 1.92 -4.89
O -4.24 2.10 -6.14
N -3.50 2.92 -4.12
C -2.98 2.67 -2.87
C -2.75 3.75 -2.00
B -3.07 5.20 -2.53
O -4.36 5.52 -2.87
O -2.08 6.18 -2.61
H -5.74 5.48 2.08
H -4.08 5.09 2.54
H -5.11 3.89 1.75
H -4.86 6.38 0.20
H -4.67 4.75 -0.37
H -0.88 5.12 1.76
H -0.59 2.74 1.26
H -0.59 1.05 0.90
H -3.82 1.23 0.98
H -3.21 -0.06 1.82
H -0.70 1.47 3.53
H -1.18 0.05 2.87
H -2.00 3.28 3.44
H -3.55 2.91 3.04
H 0.34 -0.01 -1.18
H 0.88 -2.37 -0.61
H -0.99 -3.89 0.00
H -3.30 -2.98 0.05
H -5.18 1.92 -6.12
H -4.38 6.17 -3.58
H -1.50 6.02 -3.36
C 4.47 -2.94 3.02
C 4.66 -2.77 1.50
C 6.11 -3.12 1.14
C 6.44 -4.62 1.20
C 5.22 -5.50 0.90
C 4.11 -4.80 0.10
N 3.67 -3.63 0.84
O 2.65 -2.94 0.17
C 2.93 -5.76 0.02
C 4.59 -4.51 -1.34
C 4.45 -1.30 1.16
H 3.45 -2.67 3.29
H 5.17 -2.30 3.59
H 4.64 -3.97 3.32
H 6.31 -2.75 0.13
H 6.79 -2.56 1.79
H 7.23 -4.82 0.47
H 6.85 -4.88 2.17
H 5.54 -6.40 0.36
H 4.78 -5.85 1.83
H 2.52 -5.93 1.02
H 3.24 -6.72 -0.40
H 2.14 -5.34 -0.61
H 4.87 -5.45 -1.84
H 5.45 -3.85 -1.37
H 3.78 -4.05 -1.90
H 5.18 -0.70 1.71
H 3.45 -0.97 1.44
H 4.58 -1.12 0.10
*
```

Entry 2:
# C26H39BCrN8O3SbSe4

A molecular structure, C26H39BCrN8O3SbSe4 in a non-equilibrium geometry (the ωB97M-V functional and the def2-TZVPD basis, OMol25).

Computed properties:
Expectation value of S² = 3.86
Strongest force on any atom = 2.30 eV/Å
Total energy = -12593.63169 Ha

ORCA input file:
```
! wB97M-V def2-TZVPD RIJCOSX def2/J DEFGRID3
* xyz -2 4
Cr -0.40 -0.04 -0.46
C -3.46 -0.88 3.06
C -2.10 -1.49 2.73
C -1.82 -2.70 3.62
C -1.00 -0.47 2.89
C -0.48 0.00 4.11
C 0.55 0.84 3.74
N 0.62 0.86 2.40
N -0.33 0.07 1.87
B 1.56 1.71 1.54
N 2.47 0.85 0.65
C 3.80 0.84 0.76
C 4.30 -0.01 -0.20
C 3.17 -0.52 -0.86
N 2.05 0.04 -0.36
C 3.33 -1.63 -1.86
C 3.33 -2.99 -1.15
C 2.42 -1.64 -3.07
N 0.74 2.68 0.69
C 0.75 4.02 0.74
C -0.23 4.49 -0.12
C -0.80 3.33 -0.67
N -0.21 2.25 -0.16
C -1.91 3.29 -1.69
C -1.45 3.96 -2.98
C -3.17 3.93 -1.13
H -4.25 -1.62 2.92
H -3.67 -0.03 2.40
H -3.48 -0.54 4.10
H -2.10 -1.80 1.69
H -1.96 -2.45 4.68
H -0.80 -3.06 3.50
H -2.51 -3.51 3.39
H -0.79 -0.27 5.10
H 1.24 1.43 4.32
H 2.28 2.35 2.28
H 4.28 1.44 1.51
H 5.32 -0.27 -0.39
H 4.37 -1.49 -2.21
H 2.33 -3.21 -0.78
H 4.01 -3.00 -0.31
H 3.61 -3.78 -1.85
H 1.40 -1.90 -2.81
H 2.80 -2.37 -3.79
H 2.39 -0.66 -3.56
H 1.44 4.53 1.39
H -0.51 5.50 -0.33
H -2.13 2.24 -1.91
H -1.18 5.01 -2.80
H -2.26 3.93 -3.72
H -0.59 3.44 -3.39
H -3.00 4.97 -0.84
H -3.52 3.38 -0.25
H -3.96 3.90 -1.89
Se -4.00 -2.38 -3.53
Sb -3.03 -0.28 -2.82
Se -0.52 0.24 -2.79
Se -2.74 -0.08 -0.30
Se -4.22 1.61 -3.78
C 0.91 -5.21 -2.71
C -0.54 -5.38 -2.29
C -0.96 -4.60 -1.04
C -2.49 -4.79 -0.86
C -3.09 -4.01 0.29
C -0.25 -5.16 0.16
O -0.18 -6.36 0.42
N 0.34 -4.23 0.96
C 0.42 -2.81 0.78
O 1.09 -2.24 1.62
N -0.21 -2.25 -0.28
C -0.75 -3.07 -1.24
O -1.11 -2.64 -2.32
H 1.11 -5.80 -3.60
H 1.59 -5.56 -1.92
H 1.13 -4.17 -2.94
H -0.75 -6.42 -2.07
H -1.20 -5.05 -3.09
H -2.66 -5.86 -0.75
H -2.94 -4.46 -1.80
H -2.54 -4.18 1.22
H -4.13 -4.31 0.46
H -3.09 -2.94 0.08
H 0.86 -4.56 1.76
*
```

Entry 3:
# C26H39Br14N2PS

A molecular structure, C26H39Br14N2PS in a non-equilibrium geometry (the ωB97M-V functional and the def2-TZVPD basis, OMol25).

Computed properties:
Strongest force on any atom = 3.25 eV/Å
Total energy = -37899.27788 Ha

ORCA input file:
```
! wB97M-V def2-TZVPD RIJCOSX def2/J DEFGRID3
* xyz 0 1
N 1.72 -3.12 -2.11
P 0.80 -1.95 -1.56
C 1.58 -1.25 -0.05
C 2.08 0.05 -0.08
C 2.71 0.59 1.06
C 2.79 -0.23 2.18
C 2.26 -1.53 2.22
C 1.63 -2.07 1.09
N 2.35 -2.31 3.40
C 3.65 -2.38 3.95
C 4.26 -3.61 4.32
C 5.51 -3.71 4.86
C 6.28 -2.45 5.10
C 5.67 -1.25 4.78
C 4.39 -1.24 4.19
S 3.59 0.30 3.70
H 1.19 -3.98 -2.14
H 0.73 -0.90 -2.51
H -0.49 -2.46 -1.23
H 2.01 0.63 -1.01
H 3.14 1.59 1.03
H 1.22 -3.08 1.09
H 1.93 -3.23 3.27
H 3.69 -4.54 4.17
H 5.99 -4.66 5.12
H 7.28 -2.42 5.53
H 6.16 -0.29 4.93
Br 7.85 -3.98 3.68
C 8.90 -3.73 2.06
C 10.03 -2.76 2.28
Br 9.39 -0.92 2.33
H 8.20 -3.41 1.29
H 9.28 -4.72 1.81
H 10.73 -2.80 1.45
H 10.56 -2.94 3.21
Br 7.47 2.48 -1.14
C 7.70 0.84 -0.12
C 6.91 -0.30 -0.73
Br 5.01 -0.14 -0.32
H 7.40 1.06 0.90
H 8.76 0.62 -0.15
H 7.22 -1.25 -0.29
H 7.01 -0.35 -1.81
Br 4.00 -1.36 7.00
C 2.24 -0.96 7.74
C 1.71 -2.11 8.55
Br 1.05 -3.54 7.41
H 1.60 -0.69 6.91
H 2.39 -0.09 8.38
H 0.85 -1.80 9.15
H 2.46 -2.55 9.21
Br 0.77 2.63 0.86
C -0.72 3.53 -0.01
C -1.74 2.54 -0.51
Br -1.13 1.67 -2.15
H -0.30 4.15 -0.80
H -1.16 4.17 0.75
H -2.66 3.05 -0.79
H -1.96 1.75 0.20
Br -6.23 0.86 -1.52
C -6.59 2.61 -2.29
C -5.37 3.50 -2.24
Br -5.07 4.20 -0.45
H -7.44 3.03 -1.75
H -6.88 2.42 -3.32
H -5.51 4.38 -2.87
H -4.46 2.98 -2.54
Br -8.13 -0.03 -4.92
C -9.52 1.27 -4.55
C -9.90 2.04 -5.78
Br -8.57 3.40 -6.21
H -9.16 1.90 -3.74
H -10.37 0.68 -4.19
H -10.83 2.59 -5.62
H -10.01 1.42 -6.66
Br -13.92 2.03 -7.72
C -12.94 2.44 -9.35
C -11.85 3.45 -9.10
Br -12.58 5.24 -8.92
H -13.67 2.77 -10.08
H -12.52 1.49 -9.67
H -11.17 3.50 -9.95
H -11.29 3.24 -8.20
*
```

Entry 4:
# C26H39BrN5O3Ti

A molecular structure, C26H39BrN5O3Ti in a non-equilibrium geometry (the ωB97M-V functional and the def2-TZVPD basis, OMol25).

Computed properties:
Expectation value of S² = 2.01
Strongest force on any atom = 2.13 eV/Å
Energy above the lowest of the compared OMol25 structures with the same formula, charge and spin = 39.38 kcal/mol

ORCA input file:
```
! wB97M-V def2-TZVPD RIJCOSX def2/J DEFGRID3
* xyz 1 3
Ti 0.47 -0.80 0.46
C 1.81 -1.35 2.47
C 2.71 -0.98 1.46
C 2.58 -1.87 0.38
C 1.60 -2.83 0.73
C 1.10 -2.49 2.02
C 0.14 -3.34 2.82
C 1.33 -4.11 -0.01
C 3.38 -1.90 -0.89
C 3.62 0.22 1.48
C 1.63 -0.70 3.80
H -0.65 -3.75 2.19
H -0.32 -2.76 3.62
H 0.66 -4.18 3.29
H 0.41 -4.60 0.33
H 2.15 -4.82 0.14
H 1.24 -3.95 -1.09
H 2.75 -2.16 -1.74
H 4.18 -2.63 -0.82
H 3.83 -0.93 -1.10
H 4.66 -0.08 1.63
H 3.35 0.90 2.28
H 3.57 0.76 0.53
H 0.59 -0.73 4.13
H 1.93 0.35 3.78
H 2.22 -1.20 4.56
N -2.37 0.26 -0.22
C -3.69 0.25 -0.02
C -3.93 -0.55 1.08
C -2.66 -0.99 1.47
N -1.72 -0.51 0.67
H -1.84 0.79 -0.91
H -4.36 0.81 -0.64
H -4.88 -0.78 1.53
H -2.40 -1.65 2.28
C -0.60 2.03 3.07
C 0.47 1.93 2.05
N 1.30 3.06 1.81
O 0.64 0.88 1.27
H -0.21 1.92 4.10
H -1.34 1.25 2.91
H -1.11 3.00 3.02
H 1.26 3.72 2.57
H 2.27 2.81 1.64
Br -4.67 -4.97 -2.49
C -3.34 -3.64 -2.46
C -2.41 -3.63 -1.42
C -1.43 -2.65 -1.41
C -1.40 -1.67 -2.39
C -2.33 -1.70 -3.41
C -3.31 -2.69 -3.46
C -0.42 -0.51 -2.35
O -0.65 0.47 -3.05
O 0.59 -0.59 -1.54
H -2.46 -4.38 -0.65
H -0.74 -2.66 -0.58
H -2.29 -0.93 -4.17
H -4.03 -2.72 -4.26
N 0.62 4.63 -2.66
C 1.57 3.88 -1.76
C 0.96 2.53 -1.46
N -0.34 2.65 -0.83
C -1.26 3.44 -1.63
C -0.72 4.81 -2.00
H 0.49 4.08 -3.51
H 1.01 5.53 -2.94
H 1.70 4.49 -0.86
H 2.52 3.80 -2.29
H 1.62 1.96 -0.81
H 0.84 1.95 -2.38
H -0.25 2.99 0.12
H -2.20 3.58 -1.09
H -1.48 2.88 -2.54
H -0.55 5.44 -1.12
H -1.37 5.34 -2.70
*
```